one:
Below is C5H12N2O2 as an isolated structure, with properties calculated with ωB97M-V/def2-TZVPD.

The HOMO-LUMO gap (alpha / beta) comes out at 0.2377 / 0.2375 Ha.

Last column: Mulliken charge in e.
Element x y z (Å)
O -1.6382 0.8967 0.6168  -0.63
O -0.8313 -1.3845 0.6435  -0.51
N 2.5908 -0.3481 0.3994  -0.70
N -1.6890 -0.3648 -2.0672  -0.45
C 0.3611 -1.2717 0.2079  -0.45
C 1.4319 -0.5249 0.9056  0.94
C -0.4757 0.2874 -1.8441  -0.74
C 1.1277 0.0001 2.2788  -1.07
C -0.7877 1.4945 -0.1682  -0.46
H 0.2230 1.6908 0.1982  0.23
H 2.6751 -0.7733 -0.5273  0.23
H 1.9943 0.5311 2.6652  0.33
H 0.3956 -0.3200 -2.0513  0.32
H -1.2122 2.2982 -0.7733  0.46
H -1.3330 -0.2656 0.7603  0.39
H -0.3679 1.1990 -2.4219  0.38
H 0.8838 -0.8331 2.9425  0.34
H -1.7910 -1.2453 -1.5793  0.27
H -2.4993 0.2057 -1.8596  0.27
H 0.6814 -1.9333 -0.6013  0.53
H 0.2604 0.6612 2.2753  0.31

=====

two:
Below is a single C5H12N2O2 molecule, with properties calculated with ωB97M-V/def2-TZVPD.

The HOMO-LUMO gap comes out at 0.3523 Ha. Its SMILES is CC(C)(N)NCC(=O)O.

Last column: Mulliken charge in e.
Element x y z (Å)
O 0.2426 -2.5493 0.5735  -0.55
O 2.0708 -2.5576 -0.7071  -0.46
N -0.2343 2.2800 -0.0718  -0.63
N 0.4330 0.2248 0.9602  -0.36
C -0.5469 0.8662 0.0616  1.35
C 1.1868 -1.9694 0.1058  0.70
C 1.5337 -0.5185 0.3968  -0.80
C -0.6066 0.2679 -1.3494  -1.73
C -1.9249 0.7452 0.7156  -1.81
H 0.6917 2.4014 -0.4656  0.26
H -2.2403 -0.2942 0.7304  0.39
H -1.4256 0.7349 -1.8883  0.44
H -1.8878 1.1203 1.7361  0.43
H -2.6473 1.3310 0.1564  0.44
H -0.0461 -0.3768 1.6225  0.28
H 2.3483 -0.5412 1.1338  0.37
H 1.8415 -3.4911 -0.8444  0.35
H -0.2383 2.7151 0.8429  0.29
H 0.3090 0.4583 -1.9040  0.40
H -0.7810 -0.8039 -1.3016  0.32
H 1.9218 -0.0433 -0.5034  0.31

=====

three:
Below is a single C5H12N2O2 molecule, with properties calculated with ωB97M-V/def2-TZVPD.

The HOMO-LUMO gap comes out at 0.3169 Ha. Its SMILES is C/C=C(/N)[C@@H](N)C(O)O.

Last column: Mulliken charge in e.
Element x y z (Å)
O 2.0508 1.1276 1.7024  -0.54
O 2.0913 -0.0575 -0.2201  -0.60
N -1.3409 1.8967 -0.0615  -0.60
N -0.0452 -1.2735 1.3005  -0.57
C -0.9521 -0.0943 -1.3505  -0.85
C -0.1130 0.1208 1.0537  0.09
C -0.7375 0.6246 -0.2155  0.64
C 1.3325 0.8606 0.5391  -0.07
C -0.8469 -1.5719 -1.5515  -1.04
H 0.1724 -1.9453 -1.3599  0.21
H -2.1650 2.0128 -0.6366  0.23
H 0.2983 -1.4660 2.2351  0.29
H 2.5575 0.3303 1.9026  0.32
H 1.7911 -0.0156 -1.1416  0.39
H -1.5145 2.1877 0.8927  0.22
H -1.5255 -2.1061 -0.8775  0.25
H -1.3160 0.4532 -2.2116  0.40
H 0.5662 -1.7323 0.6332  0.23
H -0.4992 0.6534 1.9291  0.27
H 1.3007 1.8293 0.0209  0.37
H -1.1051 -1.8346 -2.5829  0.34

=====

Most stable: two (next structure +2.285 eV)

=====

one:
Below is a 2-piece molecular cluster, C5H12N2O2 overall, with properties calculated with ωB97M-V/def2-TZVPD.

The HOMO-LUMO gap comes out at 0.3621 Ha. Its SMILES is CC(=O)N(C)N.C=CO.

Last column: Mulliken charge in e.
Element x y z (Å)
O 1.9697 1.7465 1.4899  -0.65
O -0.4318 -2.3211 -0.6946  -0.53
N 0.2093 1.4167 0.0401  0.46
N -0.4244 2.5864 0.5586  -0.81
C -1.2235 -1.9193 0.3909  0.10
C -2.5421 -2.1315 0.3872  -0.71
C 2.2779 0.0193 -0.1145  -0.88
C -0.3539 0.9559 -1.2286  -0.96
C 1.5068 1.1439 0.5219  0.67
H 0.3129 3.2496 0.8241  0.29
H 1.7817 -0.9227 0.1288  0.03
H 0.4649 -2.5054 -0.3669  0.35
H -0.8317 2.3181 1.4596  0.25
H 2.3978 0.1405 -1.1925  0.34
H -1.3918 0.6727 -1.0309  0.27
H -3.1134 -2.1554 1.3084  0.27
H -0.3883 1.7722 -1.9555  0.27
H 3.2716 -0.0367 0.3427  0.33
H -0.6582 -1.6941 1.2861  0.26
H 0.2188 0.1257 -1.6419  0.38
H -3.0522 -2.4613 -0.5127  0.25

=====

two:
Below is a 2-piece molecular cluster, C5H12N2O2 overall, with properties calculated with ωB97M-V/def2-TZVPD.

The HOMO-LUMO gap comes out at 0.2981 Ha. Its SMILES is NCC(N)=O.CC(C)=O.

Last column: Mulliken charge in e.
Element x y z (Å)
O 1.2244 -1.6529 0.8517  -0.63
O -0.2851 -0.8286 -1.2884  -0.57
N 2.3913 -1.0081 -1.0036  -0.52
N 0.9755 0.9994 1.7855  -0.52
C 1.2694 0.8879 0.4045  -0.96
C -1.8137 0.9818 -1.1235  -1.37
C 1.3479 -0.9169 -0.0948  0.77
C -1.0390 -0.1561 -0.5110  1.10
C -1.6691 -0.8054 0.6818  -1.22
H 2.5578 -1.9670 -1.2860  0.26
H -0.0079 1.1747 1.9478  0.25
H 1.2394 0.1604 2.2935  0.33
H -0.9416 -1.2902 1.3299  0.32
H 0.7871 1.6680 -0.1779  0.34
H -2.7140 0.5670 -1.5848  0.39
H 2.3441 -0.3849 -1.7951  0.22
H -1.2587 1.4912 -1.9095  0.35
H -2.3637 -1.5628 0.3071  0.35
H -2.1512 1.6969 -0.3745  0.36
H -2.2294 -0.1105 1.3053  0.35
H 2.3365 1.0563 0.2421  0.39

=====

Most stable: one (next structure +0.377 eV)

=====

one:
Below is a 2-piece molecular cluster, C6H10S overall, with properties calculated with ωB97M-V/def2-TZVPD.

The HOMO-LUMO gap (alpha / beta) comes out at 0.2813 / 0.2900 Ha.

Last column: Mulliken charge in e.
Element x y z (Å)
S 1.9510 -1.2702 0.2654  0.01
C -0.9390 0.8439 1.4007  -0.37
C 0.0917 -0.0487 -1.4497  -0.49
C -0.1696 -1.4944 -1.8209  -0.41
C 2.4500 0.1134 1.0844  -0.61
C -2.1997 0.9922 1.0412  -0.65
C 0.4024 -1.1543 -0.5094  -0.09
H 0.7491 0.5148 -1.9947  0.37
H -2.8057 0.1417 0.7286  0.25
H -0.3775 -0.0909 1.2871  0.33
H -0.5766 1.6685 1.9671  0.21
H 2.1618 1.1102 0.6608  0.26
H -1.2042 -1.7647 -1.9984  0.24
H -0.7322 0.4781 -1.0569  0.11
H 3.3439 -0.0364 1.7212  0.30
H 0.5688 -1.8682 -2.5068  0.24
H -2.7143 1.8650 1.1805  0.30

=====

two:
Below is a single C6H10S molecule, with properties calculated with ωB97M-V/def2-TZVPD.

The HOMO-LUMO gap comes out at 0.3546 Ha. Its SMILES is C[C@@H]1C[C@@H]2S[C@@H]2C1.

Last column: Mulliken charge in e.
Element x y z (Å)
S 2.8041 -0.1486 0.7625  -0.21
C 0.6748 0.3755 -0.9594  -1.11
C -0.6455 0.0733 -0.2331  0.52
C 1.0908 0.3837 1.3743  -0.36
C -1.7623 -0.8028 -0.9370  -1.49
C -0.1545 -0.4859 1.1230  -1.02
C 1.5291 0.9365 0.1258  -0.01
H 1.7579 1.9655 0.0293  0.46
H -0.8942 -0.3601 1.8713  0.44
H -1.0682 1.0072 0.0611  0.21
H -2.1531 -0.2485 -1.8279  0.35
H 1.1336 -0.4727 -1.4584  0.34
H 0.1481 -1.5402 1.1228  0.31
H -2.6892 -0.9898 -0.3163  0.34
H 0.6042 1.0549 -1.7392  0.43
H 1.1473 1.0086 2.2734  0.41
H -1.5230 -1.7568 -1.2723  0.39

=====

Most stable: two (next structure +4.916 eV)

=====

one:
Below is C2H2F2OS as an isolated structure, with properties calculated with ωB97M-V/def2-TZVPD.

The HOMO-LUMO gap comes out at 0.3470 Ha.

Last column: Mulliken charge in e.
Element x y z (Å)
S 1.9677 -0.0028 -0.5368  0.35
F -1.4382 1.0081 -0.3999  -0.25
F -1.2979 -1.1350 0.0190  -0.24
O 3.0964 -0.0942 0.3931  -0.49
C -0.6242 -0.1014 -0.4877  0.40
C 0.5593 -0.0745 0.2904  -0.24
H -0.3931 -0.2646 -1.5049  0.21
H 0.5245 0.0088 1.6349  0.26

=====

two:
Below is a single C2H2F2OS molecule, with properties calculated with ωB97M-V/def2-TZVPD.

The HOMO-LUMO gap comes out at 0.3346 Ha.

Last column: Mulliken charge in e.
Element x y z (Å)
S 1.7535 -0.2271 -0.4124  0.37
F -1.6074 1.0327 -0.0505  -0.26
F -1.6718 -1.1909 0.0422  -0.24
O 2.7550 0.2239 0.5802  -0.48
C -0.9120 -0.1412 -0.3707  0.42
C 0.3116 -0.0592 0.3447  -0.28
H 0.2117 0.7024 1.4163  0.27
H -0.8406 -0.3407 -1.5499  0.21

=====

three:
Below is a 2-piece molecular cluster, C2H2F2OS overall, with properties calculated with ωB97M-V/def2-TZVPD.

The HOMO-LUMO gap (alpha / beta) comes out at 0.2665 / 0.2665 Ha.

Last column: Mulliken charge in e.
Element x y z (Å)
S 1.8057 -0.0241 -1.0422  -0.25
F -0.1312 -1.8183 0.6782  -0.16
F -1.1889 -1.2109 -1.1029  -0.15
O -1.1498 1.5064 0.0777  -0.42
C -0.6202 0.5472 0.5308  -0.13
C -0.5487 -0.7736 -0.0595  0.56
H 1.8734 1.2535 -0.5682  0.15
H -0.0403 0.5198 1.4861  0.40

=====

four:
Below is C2H2F2OS as an isolated structure, with properties calculated with ωB97M-V/def2-TZVPD.

The HOMO-LUMO gap comes out at 0.3469 Ha.

Last column: Mulliken charge in e.
Element x y z (Å)
S 2.1292 -0.0306 -0.5659  0.37
F -1.4058 -1.1743 -0.0561  -0.23
F -1.5315 0.9586 -0.1756  -0.25
O 3.0802 -0.0147 0.5010  -0.46
C -0.7341 -0.0652 -0.5597  0.35
C 0.6087 -0.0268 0.0791  -0.26
H 0.5166 -0.0138 1.4798  0.24
H -0.7547 0.0575 -1.5801  0.23

=====

Most stable: one (next structure +0.165 eV)

=====

one:
Below is an isolated ion of composition C3H7INO and charge +1, with properties calculated with ωB97M-V/def2-TZVPD.

The HOMO-LUMO gap comes out at 0.3814 Ha. Its SMILES is C[NH2+]CC(=O)I. The charge is +1.

Last column: Mulliken charge in e.
Element x y z (Å)
I 3.6170 0.3492 -0.0652  0.25
O 1.4521 -1.6536 -0.0666  -0.50
N -0.7530 -0.3093 0.3889  -0.05
C 0.5383 0.4721 0.6516  -0.63
C -1.4434 0.2017 -0.8103  -0.96
C 1.7353 -0.5051 0.1820  0.34
H -1.2648 -0.5479 1.1626  0.33
H 0.6883 1.3134 -0.1209  0.39
H -1.6289 1.2447 -0.6461  0.43
H -0.4102 -1.2211 0.1620  0.32
H -2.4791 -0.3163 -0.9192  0.32
H -0.8522 0.2139 -1.6665  0.39
H 0.8006 0.7582 1.7477  0.38

=====

two:
Below is a 2-piece molecular cluster, C3H7INO overall, with properties calculated with ωB97M-V/def2-TZVPD.

The HOMO-LUMO gap comes out at 0.3356 Ha. The charge is +1.

Last column: Mulliken charge in e.
Element x y z (Å)
I -0.0823 2.2644 -1.0370  0.26
O -0.7428 -0.5540 0.1532  -0.47
N -0.4098 1.9456 1.8880  -0.13
C 0.2428 1.5723 0.9227  -0.20
C 0.4939 -1.5244 -1.5167  -0.72
C -0.4296 -1.5845 -0.4241  0.16
H -0.1089 1.6082 2.8019  0.31
H 1.4209 -2.0338 -1.2148  0.30
H 0.8780 -0.4197 -1.7090  0.08
H 0.8850 0.7034 0.8832  0.42
H -1.2230 2.5689 1.8118  0.29
H -0.8551 -2.5619 -0.2086  0.39
H -0.0692 -1.9845 -2.3506  0.31

=====

three:
Below is an isolated ion of composition C3H7INO and charge +1, with properties calculated with ωB97M-V/def2-TZVPD.

The HOMO-LUMO gap comes out at 0.3815 Ha. Its SMILES is I[C@@H]1COC[NH2+]1. The charge is +1.

Last column: Mulliken charge in e.
Element x y z (Å)
I 1.1402 -0.7587 2.5992  0.27
O -0.9319 0.9814 -0.6770  -0.30
N 0.6134 -0.7271 -0.3699  -0.15
C -0.7898 0.7673 0.7213  -0.47
C 0.6235 0.2194 0.8112  -0.55
C -0.4009 -0.1064 -1.3519  -0.36
H 1.5411 -0.8507 -0.7746  0.34
H 0.2868 -1.6413 -0.0524  0.41
H -1.5259 0.0506 1.1002  0.35
H -1.1322 -0.8812 -1.5868  0.34
H -0.9066 1.7206 1.2286  0.36
H 0.1297 0.2308 -2.2387  0.32
H 1.3527 0.9953 0.5907  0.44

=====

four:
Below is a 2-piece molecular cluster, C3H7INO overall, with properties calculated with ωB97M-V/def2-TZVPD.

The HOMO-LUMO gap comes out at 0.2795 Ha. The charge is +1.

Last column: Mulliken charge in e.
Element x y z (Å)
I -4.3979 -0.0445 0.0789  0.11
O -0.3685 1.2453 -0.2182  -0.49
N 0.8604 -1.4230 -0.3328  -0.23
C 0.8842 -0.3663 0.4498  -0.15
C -2.4863 0.3928 -0.7337  -0.51
C -1.6903 1.0413 0.0987  -0.16
H 1.8562 0.1655 0.4552  0.31
H 0.1622 -2.1709 -0.3524  0.29
H -2.1287 1.3654 1.1072  0.31
H -2.4100 -0.2445 -1.5282  0.50
H -0.0102 2.1206 0.0367  0.38
H 1.4344 -1.4710 -1.1941  0.28
H 0.3326 -0.3877 1.3693  0.34

=====

Most stable: three (next structure +0.471 eV)

=====

one:
Below is C5H14N4 as an isolated structure, with properties calculated with ωB97M-V/def2-TZVPD.

The HOMO-LUMO gap comes out at 0.2951 Ha.

Last column: Mulliken charge in e.
Element x y z (Å)
N -1.1535 1.1370 1.0691  -0.41
N -0.9756 0.5198 3.7556  -0.65
N 0.3100 -1.5761 0.8373  -0.77
N 1.2550 -0.2506 -0.7905  -0.09
C -0.6138 0.1801 2.7012  0.20
C -0.4463 2.4148 1.0255  -0.87
C 1.8475 -0.4603 -2.1004  -0.94
C -0.8186 -1.4875 -1.3780  -1.48
C 0.1716 -1.0157 -0.3445  0.47
H 0.5800 2.2273 0.7107  0.26
H 2.5926 0.3175 -2.2730  0.32
H -0.4340 2.8339 2.0324  0.40
H 1.9586 -0.1958 -0.0640  0.29
H -0.9023 3.1233 0.3255  0.31
H -0.9457 0.5378 0.1828  0.17
H -0.0452 -0.6681 2.0518  0.37
H -0.4193 -2.3096 -1.9793  0.36
H 1.0888 -0.3666 -2.8766  0.31
H -2.1501 1.2652 1.2127  0.31
H 2.3261 -1.4417 -2.1977  0.30
H -0.4165 -2.2578 1.0402  0.25
H -1.7212 -1.8530 -0.8878  0.47
H -1.0879 -0.6741 -2.0528  0.39

=====

two:
Below is a single C5H14N4 molecule, with properties calculated with ωB97M-V/def2-TZVPD.

The HOMO-LUMO gap comes out at 0.3363 Ha. Its SMILES is [H]/N=C(\CN(C)C)N(C)N.

Last column: Mulliken charge in e.
Element x y z (Å)
N -1.7163 -0.7116 -0.3732  0.21
N 1.9375 0.0345 0.1130  -0.02
N -1.7364 -2.0426 0.0598  -0.61
N -0.8052 1.3918 0.2717  -0.75
C -0.5839 0.1731 0.0780  0.73
C -3.0013 -0.0837 -0.5729  -1.00
C 2.2200 0.5970 1.4115  -0.87
C 2.2573 0.9176 -0.9827  -0.88
C 0.5930 -0.7204 -0.0201  -0.90
H 1.6754 1.8537 -1.0014  0.31
H -2.3205 -2.1550 0.8897  0.22
H 0.6403 -1.2255 -0.9853  0.29
H 0.5902 -1.4355 0.8035  0.35
H -2.8263 0.9557 -0.8416  0.34
H 1.6775 1.5294 1.6396  0.31
H 2.0952 0.3914 -1.9244  0.26
H -3.5559 -0.5787 -1.3768  0.31
H -3.6052 -0.1023 0.3442  0.31
H 1.9755 -0.1339 2.1829  0.26
H 0.0072 1.9828 0.4024  0.26
H -2.1219 -2.6441 -0.6664  0.22
H 3.2877 0.8215 1.4791  0.33
H 3.3161 1.1846 -0.9307  0.33

=====

Most stable: two (next structure +1.011 eV)